No. 1
9
Properties=species:S:1:pos:R:3:nbo_charge:R:1 method="wB97M-V/def2-TZVPD" e_homo_ev=-9.431 fmax_ev_per_a=1.46 relative_energy_ev=1.4137 mol_weight_g_mol=85.07
N 1.707 0.220 0.263 -0.80
C 0.384 0.065 -0.002 0.44
N -0.030 -1.169 0.130 -0.24
O -1.396 -1.037 0.100 -0.27
C -1.638 0.240 -0.128 0.37
N -0.589 0.997 -0.229 -0.50
H 2.244 0.900 -0.260 0.40
H 1.988 -0.742 0.319 0.40
H -2.671 0.528 -0.195 0.20


No. 2
9
Properties=species:S:1:pos:R:3:nbo_charge:R:1 method="wB97M-V/def2-TZVPD" e_homo_ev=-9.446 fmax_ev_per_a=0.34 relative_energy_ev=1.0832 mol_weight_g_mol=85.07 smiles=Oc1cn[nH]n1
O 1.882 0.110 -0.709 -0.65
C 0.613 0.031 -0.279 0.39
C -0.086 -1.120 0.141 -0.15
N -1.288 -0.736 0.546 -0.21
N -1.301 0.565 0.315 -0.17
N -0.165 1.086 -0.149 -0.32
H 2.066 1.050 -0.854 0.49
H 0.229 -2.151 0.190 0.22
H -1.949 1.165 0.798 0.40


No. 3
9
Properties=species:S:1:pos:R:3:nbo_charge:R:1 method="wB97M-V/def2-TZVPD" e_homo_ev="-9.694 / -9.606" fmax_ev_per_a=1.75 relative_energy_ev=6.9497 mol_weight_g_mol=85.07
C -1.293 -0.650 -0.101 -0.45
N -0.207 -0.079 0.643 -0.24
N 2.171 0.122 0.284 0.12
C 0.809 0.660 0.087 0.27
O 3.152 0.753 0.097 -0.18
N 0.138 1.658 -0.210 -0.17
H -1.236 -0.474 -1.180 0.20
H -1.283 -1.724 0.112 0.23
H -2.249 -0.266 0.268 0.22


No. 4
9
Properties=species:S:1:pos:R:3:nbo_charge:R:1 method="wB97M-V/def2-TZVPD" e_homo_ev="-9.084 / -9.083" fmax_ev_per_a=1.04 relative_energy_ev=4.4455 mol_weight_g_mol=85.07
O 2.303 0.163 0.080 -0.64
C 1.163 0.265 0.742 0.43
N 0.143 0.899 0.500 -0.13
N -1.086 1.052 0.321 -0.46
C -1.316 -1.601 -0.534 0.10
N -0.207 -1.900 -0.634 -0.36
H 2.215 0.484 -0.836 0.48
H -1.338 1.987 0.661 0.33
H -2.340 -1.303 -0.437 0.24


No. 5
9
Properties=species:S:1:pos:R:3:nbo_charge:R:1 method="wB97M-V/def2-TZVPD" e_homo_ev=-11.398 fmax_ev_per_a=1.21 relative_energy_ev=3.8064 mol_weight_g_mol=85.07 smiles="[H]/N=C1/NO1.C#N"
H 0.785 2.243 -0.217 0.38
N 0.651 1.245 -0.361 -0.73
C -0.548 0.917 -0.240 0.66
N -1.437 -0.136 -0.336 -0.31
O -1.775 1.329 0.029 -0.35
H -1.470 -0.639 0.558 0.37
C 1.303 -1.649 0.177 0.07
N 0.670 -2.519 0.598 -0.34
H 1.823 -0.791 -0.206 0.26


No. 6
9
Properties=species:S:1:pos:R:3:nbo_charge:R:1 method="wB97M-V/def2-TZVPD" e_homo_ev=-10.359 fmax_ev_per_a=2.40 relative_energy_ev=2.6835 mol_weight_g_mol=85.07
O -1.835 -0.774 0.024 -0.62
C -0.574 -0.365 0.031 0.56
N 0.522 -1.087 0.077 -0.52
C 1.462 -0.140 -0.213 0.19
N 1.029 1.089 -0.385 -0.30
N -0.331 1.010 -0.107 -0.40
H -2.389 -0.010 -0.223 0.51
H 2.522 -0.369 -0.231 0.20
H -0.405 0.645 1.027 0.39


no.,DFT total energy (eV)
1,-8639.081
2,-8639.411
3,-8633.545
4,-8636.049
5,-8636.688
6,-8637.811